No. 1
Density functional theory data (wB97M-V/def2-TZVPD) for a cluster of 2 separate species, C3H12N2O in total.

Values from the calculation:
E_LUMO (alpha / beta)   -3.4283 / -8.9161 eV
Spin multiplicity   2
Relative energy (zero: lowest compared OMol25 entry of this formula, charge and spin)   28.68 kcal per mole
Net charge   +1
<S²>   0.75

Each line ends with the natural charge from an NBO analysis.
Element x y z (Å)
1 C -0.96575 -1.83314 1.70228  -0.062
2 O -0.41010 -0.72525 0.96570  -0.786
3 C -1.33494 -2.89200 0.64387  -0.626
4 H -1.87036 -1.50485 2.20565  0.184
5 H -0.16598 -2.24594 2.30985  0.178
6 H 0.21581 -0.21389 1.47987  0.476
7 H -2.26157 -2.56507 0.17586  0.210
8 H -1.47100 -3.88781 1.05836  0.230
9 H -0.53934 -2.95274 -0.09798  0.208
10 N 0.99814 0.86415 -1.54318  -0.337
11 C 1.05864 2.28810 -1.49803  -0.119
12 N 1.15064 2.83337 -0.17459  -0.787
13 H 0.38077 0.52230 -0.77872  0.443
14 H 0.51921 0.55346 -2.39814  0.414
15 H 0.01071 2.54431 -1.79675  0.306
16 H 1.76243 2.67875 -2.24777  0.264
17 H 0.84304 3.79540 -0.22440  0.403
18 H 2.07963 2.74085 0.21814  0.402

Atomic forces in eV per Å
C 0.45 -0.82 -1.38
O 0.12 0.68 -0.83
C -0.07 0.66 0.33
H 0.25 -0.04 0.54
H -0.29 0.12 0.64
H -0.13 -0.16 0.60
H 0.00 -0.23 -0.28
H -0.12 0.06 0.21
H -0.02 0.02 -0.02
N -3.05 1.11 0.16
C 0.20 -0.06 0.99
N 0.27 -0.59 -0.90
H 1.01 -0.68 0.52
H 1.23 -0.50 -0.36
H 0.10 0.02 -0.64
H -0.19 0.07 -0.20
H 0.27 0.14 0.41
H -0.03 0.21 0.21

No. 2
Density functional theory data (wB97M-V/def2-TZVPD) for a structure of composition C3H6INO2.

Values from the calculation:
E_LUMO   -0.5164 eV
Spin multiplicity   1
Relative energy (zero: lowest compared OMol25 entry of this formula, charge and spin)   90.52 kcal per mole
Net charge   0

Each line ends with the natural charge from an NBO analysis.
Element x y z (Å)
1 C 0.38926 -0.99229 1.21289  -0.598
2 C -0.04558 0.34504 0.77436  -0.492
3 C 0.22282 0.63479 -0.61757  -0.194
4 N -0.65104 -0.10118 -1.62143  0.486
5 O -0.30212 -0.12730 -2.80671  -0.374
6 O -1.63758 -0.62260 -1.15258  -0.362
7 I -0.37269 2.64015 -1.13997  0.152
8 H -0.42957 -1.62996 0.91626  0.224
9 H 0.56439 -1.07226 2.21787  0.220
10 H 1.34271 -1.21249 0.75403  0.200
11 H 0.52756 1.12281 1.22404  0.224
12 H -1.02868 0.46746 1.14647  0.241
13 H 1.42052 0.54783 -0.90766  0.275

Atomic forces in eV per Å
C 0.15 -0.63 -2.18
C 0.52 0.71 1.35
C 2.16 0.85 -3.08
N 1.03 -0.89 -1.00
O -0.46 0.00 1.70
O -0.05 0.02 -0.32
I 0.26 0.38 0.23
H 0.32 -0.95 -0.09
H 0.07 -0.02 2.70
H 0.15 -0.66 -0.41
H 0.59 0.60 0.94
H -1.29 0.62 -0.37
H -3.44 -0.04 0.52

No. 3
Density functional theory data (wB97M-V/def2-TZVPD) for a cluster of 2 separate species, ClH3N2OS in total.

Values from the calculation:
E_LUMO (alpha / beta)   -1.6446 / -1.6356 eV
Spin multiplicity   1
Relative energy (zero: lowest compared OMol25 entry of this formula, charge and spin)   85.99 kcal per mole
Net charge   0

Each line ends with the natural charge from an NBO analysis.
Element x y z (Å)
1 N 2.02122 -0.80923 0.87102  -0.290
2 N -0.88380 -0.36786 -0.92755  -1.093
3 O -1.19783 0.19855 1.36397  -0.912
4 S -0.26000 0.49678 0.32607  1.534
5 Cl -0.63768 2.49691 -0.33628  -0.333
6 H 2.91086 -0.25733 0.89143  0.238
7 H -1.63579 -0.92374 -0.44609  0.422
8 H -0.31698 -0.83408 -1.74256  0.434

Atomic forces in eV per Å
N 0.51 -0.08 0.03
N 0.06 -1.84 -1.18
O -0.68 0.03 1.04
S 1.10 0.32 -1.14
Cl -0.12 -0.10 0.01
H -0.44 -0.09 -0.01
H 0.90 0.38 -1.27
H -1.33 1.39 2.52

No. 4
Density functional theory data (wB97M-V/def2-TZVPD) for an isolated molecule of C5H8ClN3.

Values from the calculation:
E_LUMO   0.7702 eV
Spin multiplicity   1
Relative energy (zero: lowest compared OMol25 entry of this formula, charge and spin)   42.88 kcal per mole
Net charge   0

Each line ends with the natural charge from an NBO analysis.
Element x y z (Å)
1 H -1.41570 1.62731 2.92268  0.362
2 N -1.18277 1.81790 1.97488  -0.655
3 C -0.55425 1.09938 1.14547  0.315
4 C -0.72020 1.43229 -0.33455  -0.315
5 C -0.18252 0.61399 -1.25806  0.022
6 N 0.59556 -0.46637 -0.94772  -0.297
7 N 0.93005 -1.37704 -1.93771  -0.654
8 C 0.46728 -1.07377 0.31998  0.080
9 Cl -1.25895 -1.95869 0.43232  -0.229
10 C 0.40912 -0.03807 1.51497  -0.496
11 H -1.25361 2.21951 -0.80090  0.232
12 H -0.24118 0.80402 -2.25506  0.197
13 H 1.74268 -1.16722 -2.50887  0.366
14 H 0.10826 -1.47902 -2.52249  0.354
15 H 1.18269 -1.90742 0.25952  0.245
16 H 1.39165 0.24588 1.58608  0.229
17 H -0.01811 -0.39268 2.40944  0.243

Atomic forces in eV per Å
H 1.01 -0.74 0.88
N -1.07 0.62 -1.67
C -0.02 1.16 -0.83
C 1.27 -1.79 0.44
C 0.33 0.50 3.08
N 0.89 -0.29 1.09
N -0.66 -0.71 -0.78
C -1.21 -0.09 0.44
Cl 0.70 0.11 -0.15
C -2.33 -1.04 -3.25
H -0.72 0.96 0.69
H -0.35 0.56 -2.74
H -0.13 0.57 0.38
H 0.22 -0.45 -0.26
H -0.38 0.40 0.97
H 2.35 1.38 0.68
H 0.10 -1.14 1.04

Question: Number 4 is which compound?
Answer: C5H8ClN3

Repeat the second record exactly.
Density functional theory data (wB97M-V/def2-TZVPD) for a structure of composition C3H6INO2.

Values from the calculation:
E_LUMO   -0.5164 eV
Spin multiplicity   1
Relative energy (zero: lowest compared OMol25 entry of this formula, charge and spin)   90.52 kcal per mole
Net charge   0

Each line ends with the natural charge from an NBO analysis.
Element x y z (Å)
1 C 0.38926 -0.99229 1.21289  -0.598
2 C -0.04558 0.34504 0.77436  -0.492
3 C 0.22282 0.63479 -0.61757  -0.194
4 N -0.65104 -0.10118 -1.62143  0.486
5 O -0.30212 -0.12730 -2.80671  -0.374
6 O -1.63758 -0.62260 -1.15258  -0.362
7 I -0.37269 2.64015 -1.13997  0.152
8 H -0.42957 -1.62996 0.91626  0.224
9 H 0.56439 -1.07226 2.21787  0.220
10 H 1.34271 -1.21249 0.75403  0.200
11 H 0.52756 1.12281 1.22404  0.224
12 H -1.02868 0.46746 1.14647  0.241
13 H 1.42052 0.54783 -0.90766  0.275

Atomic forces in eV per Å
C 0.15 -0.63 -2.18
C 0.52 0.71 1.35
C 2.16 0.85 -3.08
N 1.03 -0.89 -1.00
O -0.46 0.00 1.70
O -0.05 0.02 -0.32
I 0.26 0.38 0.23
H 0.32 -0.95 -0.09
H 0.07 -0.02 2.70
H 0.15 -0.66 -0.41
H 0.59 0.60 0.94
H -1.29 0.62 -0.37
H -3.44 -0.04 0.52

Question: Among the records above, which one has the highest net charge?
Answer: C3H12N2O